[1]
{"formula": "C20H37Br2N4O7Sr", "method": "wB97M-V/def2-TZVPD", "max_force_ev_per_a": 3.45, "total_charge": 1, "lumo_energy_ev": -3.55, "gap_ha": 0.2397, "homo_ev": -10.069, "elements": ["N", "H", "H", "H", "H", "N", "H", "H", "H", "H", "Sr", "C", "C", "O", "H", "H", "H", "H", "H", "C", "C", "O", "H", "H", "H", "H", "H", "C", "C", "O", "H", "H", "H", "H", "H", "Br", "C", "C", "Br", "H", "H", "H", "H", "C", "C", "C", "C", "C", "C", "N", "O", "O", "H", "H", "H", "H", "H", "C", "C", "C", "C", "C", "C", "N", "O", "O", "H", "H", "H", "H", "H"], "coordinates": [[25.47658, -17.17597, -17.24130], [25.40062, -17.76054, -18.06142], [26.33783, -16.65299, -17.31099], [25.40808, -17.63001, -16.34172], [24.64156, -16.60803, -17.25820], [28.26471, -16.53041, -20.63731], [28.23144, -16.07221, -19.73784], [27.45699, -17.11968, -20.78037], [29.06801, -17.14250, -20.64926], [28.40396, -15.85563, -21.37583], [24.24027, -15.47710, -20.32196], [22.12019, -17.35039, -16.54933], [22.05301, -16.25063, -17.59587], [23.30086, -15.69169, -17.96640], [21.17296, -17.40224, -16.01252], [22.82449, -17.17823, -15.73543], [22.42083, -18.32547, -16.93266], [21.24528, -15.53415, -17.44646], [21.60725, -16.63011, -18.51533], [24.02542, -15.78825, -24.08837], [25.46525, -15.62979, -23.73807], [25.71250, -14.90849, -22.49925], [23.62670, -16.64558, -23.54605], [23.74409, -15.95279, -25.12851], [23.41683, -14.93061, -23.80174], [25.77215, -14.94261, -24.52654], [25.94901, -16.59738, -23.60440], [23.40536, -19.01574, -20.75506], [24.70130, -18.99206, -19.91495], [25.29934, -17.76960, -19.96768], [22.87999, -19.96300, -20.63348], [23.58586, -18.85183, -21.81744], [22.73353, -18.21648, -20.44216], [25.25759, -19.80245, -20.38606], [24.28725, -19.35821, -18.97549], [19.01998, -22.84362, -20.41614], [20.17572, -22.95065, -21.92128], [21.29791, -22.07704, -21.63348], [22.54983, -22.15913, -23.16674], [19.59209, -22.63535, -22.78619], [20.52875, -23.97154, -22.06707], [21.77899, -22.22999, -20.66742], [21.05171, -21.01741, -21.70184], [25.80350, -21.39220, -25.10355], [26.79390, -22.32563, -24.79426], [27.78476, -21.95971, -23.84390], [27.65067, -20.85068, -23.08105], [26.65233, -19.90950, -23.32324], [25.71285, -20.17715, -24.39706], [28.60660, -20.53289, -22.05320], [28.66960, -19.36600, -21.61748], [29.15523, -21.43963, -21.44023], [24.99081, -21.54252, -25.79878], [26.82639, -23.17540, -25.46002], [28.58840, -22.67027, -23.71876], [26.55791, -18.91117, -22.92217], [24.93275, -19.46437, -24.62021], [17.89989, -18.35592, -23.39147], [18.74387, -18.50739, -22.28709], [19.71891, -17.61396, -22.03724], [19.74192, -16.43902, -22.84369], [18.79513, -16.20857, -23.91276], [17.89605, -17.21018, -24.18828], [20.79783, -15.41480, -22.47403], [20.89753, -14.38192, -23.04090], [21.39597, -15.59630, -21.39349], [17.02096, -18.98339, -23.37870], [18.74243, -19.35679, -21.62007], [20.38674, -17.79605, -21.20825], [18.90131, -15.26520, -24.42770], [17.11380, -17.09972, -24.92469]], "forces_ev_per_angstrom": [[1.0, -0.5, 1.3], [0.0, -0.8, -1.2], [0.0, 0.2, 0.2], [0.4, -0.7, 0.2], [-2.0, 2.1, -0.9], [0.9, -0.1, 0.1], [-0.1, 0.2, 0.2], [-1.3, -0.4, -0.2], [0.5, -0.6, 0.0], [-0.6, 0.5, -0.6], [-0.3, -0.6, -0.7], [-0.1, 0.2, 0.5], [0.4, 0.1, -1.5], [0.7, -0.2, 0.0], [-0.2, -0.4, -0.2], [0.3, 0.6, 0.0], [-0.3, -0.1, -0.3], [0.4, 0.7, 1.2], [-0.1, -1.1, -0.4], [-1.8, -0.8, 0.7], [0.4, 2.3, 1.5], [-1.0, -1.3, 0.7], [-0.4, -0.3, 0.2], [0.6, -0.1, -0.2], [0.3, 0.3, 0.2], [1.3, -0.6, -0.4], [0.3, -0.1, -1.0], [-0.1, 0.3, -0.2], [-2.0, -0.8, -2.0], [1.0, 1.7, 0.8], [0.0, 0.0, 0.0], [0.2, -0.1, -0.1], [-0.2, 0.1, 0.3], [0.8, -0.2, 0.4], [0.7, 0.1, 1.1], [-0.7, -0.1, 0.7], [-0.6, -1.0, -0.7], [1.4, 2.1, -0.6], [0.2, -0.2, 0.4], [0.2, -0.1, 0.0], [-0.3, 0.0, 0.1], [0.3, -0.4, -0.4], [-0.4, -0.1, 0.3], [-0.5, 1.0, 1.3], [0.2, 1.8, -0.2], [-0.8, -2.8, -1.4], [-0.6, 2.0, -0.4], [-2.0, -0.1, -2.8], [2.0, -0.8, 1.8], [0.3, 0.1, 3.4], [0.0, -0.4, -1.1], [-0.1, 0.4, -1.4], [0.3, -0.5, -0.4], [0.5, -0.4, 0.5], [0.2, 0.2, 0.4], [0.3, -0.3, 0.7], [0.0, 0.1, 0.0], [-1.0, 0.4, 1.3], [-0.4, -1.1, -0.9], [0.9, 2.5, -0.7], [-0.2, -0.7, -0.2], [2.8, 0.2, 1.8], [-0.2, -0.5, 0.5], [-1.2, -0.6, 2.2], [-0.1, 0.8, -1.8], [0.4, -0.9, -0.5], [0.1, -0.5, -0.7], [-0.6, -0.3, -0.2], [0.2, 0.4, -0.1], [-0.3, 0.0, -0.2], [0.1, 0.1, -0.2]], "mulliken_charge": [-0.080, 0.058, 0.327, 0.424, 0.148, -0.273, 0.332, 0.069, 0.395, 0.372, 1.646, -1.223, 0.237, -1.002, 0.394, 0.285, 0.254, 0.405, -0.212, -0.847, 0.027, -0.880, 0.012, 0.444, 0.249, 0.306, -0.117, 0.104, -0.483, -0.662, 0.036, 0.137, -0.240, 0.026, 0.393, -0.169, -0.483, -0.432, -0.124, 0.370, 0.410, 0.478, -0.020, -0.484, -0.605, -0.531, 0.130, 0.376, -0.684, 0.882, -0.580, -0.517, 0.485, 0.410, 0.413, 0.189, 0.456, -0.635, -0.518, -0.004, 0.056, -0.538, -0.428, 1.019, -0.564, -0.546, 0.379, 0.480, 0.381, 0.487, 0.403]}

[2]
{"formula": "C20H37CoN4O2SSi", "method": "wB97M-V/def2-TZVPD", "max_force_ev_per_a": 4.08, "multiplicity": 5, "total_charge": 2, "s2": 6.012, "lumo_energy_ev": [-4.41, -8.51], "gap_ha": [0.3524, 0.1932], "homo_ev": [-13.998, -13.766], "elements": ["Co", "C", "O", "C", "C", "O", "C", "H", "H", "H", "H", "H", "H", "H", "H", "H", "H", "N", "C", "C", "C", "N", "H", "H", "H", "H", "C", "Si", "C", "C", "C", "C", "C", "C", "C", "H", "H", "H", "H", "H", "H", "H", "H", "H", "H", "H", "C", "N", "C", "C", "S", "N", "C", "C", "H", "H", "H", "H", "H", "H", "H", "H", "H", "H", "H", "H"], "coordinates": [[0.33739, 0.26322, -0.35762], [-1.77588, -0.04982, 2.09339], [-0.61697, 0.61514, 1.59838], [0.42184, 0.67903, 2.56488], [1.25562, -0.59317, 2.55599], [1.71169, -0.77899, 1.22126], [2.65404, -1.83868, 1.14011], [-2.10118, 0.43106, 3.02196], [-1.58591, -1.11088, 2.27574], [-2.55797, 0.06031, 1.34362], [-0.00124, 0.85723, 3.55670], [1.06557, 1.51252, 2.27974], [0.66439, -1.46233, 2.87159], [2.10568, -0.48672, 3.23797], [3.53438, -1.61174, 1.75160], [2.95060, -1.93511, 0.09953], [2.21944, -2.77896, 1.49507], [1.97834, 2.27093, -1.92532], [2.47706, 3.51634, -1.94730], [2.13728, 4.11016, -0.75195], [1.44017, 3.13091, -0.04635], [1.34261, 2.01551, -0.76547], [2.09526, 1.54778, -2.62103], [3.02099, 3.91267, -2.78157], [2.37278, 5.10271, -0.42927], [1.02287, 3.20296, 0.93839], [2.37442, -1.14633, -2.79964], [0.60094, -1.40147, -2.02215], [0.48473, -3.25478, -1.51480], [-0.63886, -1.08208, -3.48214], [-1.48190, -2.09036, -3.92983], [-2.24208, -1.92166, -5.07453], [-2.17961, -0.72789, -5.77482], [-1.38884, 0.30794, -5.30358], [-0.62963, 0.13333, -4.15980], [2.66509, -2.09172, -3.24967], [3.14139, -0.87889, -2.07562], [2.39140, -0.40535, -3.59484], [0.71943, -3.87844, -2.37468], [-0.50311, -3.52790, -1.15956], [1.18957, -3.50259, -0.72732], [-1.53265, -3.02916, -3.40390], [-2.88254, -2.72120, -5.41802], [-2.75132, -0.60489, -6.68392], [-1.36033, 1.25186, -5.83039], [-0.01843, 0.94841, -3.79429], [-4.85915, -0.22332, -0.82697], [-4.70838, 1.00402, -1.57532], [-5.92064, 1.79283, -1.65823], [-3.50728, 1.47613, -1.91548], [-2.15743, 0.85481, -1.02693], [-3.35961, 2.38112, -2.88070], [-2.16902, 3.18785, -2.99021], [-4.26888, 2.50182, -4.00401], [-5.80994, -0.67607, -1.10104], [-4.85794, -0.03393, 0.24852], [-4.05347, -0.91050, -1.07231], [-6.40656, 1.77076, -0.68133], [-6.61443, 1.38281, -2.39474], [-5.69516, 2.82574, -1.90309], [-1.62022, 3.17356, -2.05131], [-2.46355, 4.20979, -3.22554], [-1.52368, 2.81929, -3.78885], [-4.93384, 1.64559, -4.06005], [-3.67636, 2.52502, -4.91903], [-4.85737, 3.41943, -3.96408]], "forces_ev_per_angstrom": [[-0.5, 1.7, 1.5], [-0.8, -0.3, 0.2], [0.5, 0.0, -0.8], [0.7, -0.3, 0.3], [-0.5, 0.3, 0.3], [-0.4, 0.4, -0.3], [0.5, -0.4, -0.1], [0.1, 0.0, -0.1], [0.1, 0.1, 0.0], [0.2, 0.0, 0.1], [0.1, 0.1, -0.1], [-0.1, 0.0, 0.1], [0.1, 0.0, -0.1], [0.0, 0.0, -0.1], [-0.1, 0.0, -0.1], [0.0, 0.0, 0.0], [0.0, 0.1, -0.1], [0.1, 0.0, -0.2], [-0.2, 0.1, 0.3], [0.0, -0.2, 0.0], [0.1, 0.3, -0.2], [-0.2, -0.6, 0.2], [0.0, 0.1, 0.1], [0.1, -0.1, -0.2], [0.0, 0.2, 0.1], [-0.2, 0.0, 0.1], [-0.4, 0.6, 0.9], [-0.2, -2.5, -3.2], [0.0, 1.0, 0.3], [0.8, 0.0, 1.2], [0.0, -0.2, 0.1], [-0.1, 0.0, -0.1], [-0.2, -0.1, 0.0], [0.1, 0.2, 0.1], [0.0, -0.1, -0.1], [-0.2, -0.3, 0.0], [0.1, 0.0, 0.1], [-0.2, 0.1, -0.1], [0.1, 0.1, -0.2], [-0.2, 0.0, 0.0], [0.1, 0.0, 0.1], [0.0, -0.2, 0.1], [0.0, -0.1, 0.0], [0.0, 0.0, 0.0], [0.0, 0.0, -0.1], [0.1, 0.1, 0.0], [0.0, -0.5, 0.1], [0.3, 0.1, -0.3], [-0.4, 0.3, -0.1], [0.6, -0.4, 0.0], [0.4, 0.0, 0.6], [-0.2, -0.1, 0.2], [0.4, 0.3, 0.0], [-0.3, 0.0, -0.3], [0.0, 0.0, 0.0], [0.0, 0.0, 0.0], [-0.1, 0.0, 0.0], [0.0, 0.0, 0.0], [0.0, 0.1, 0.0], [0.0, 0.0, 0.0], [0.0, 0.1, -0.1], [0.0, 0.0, 0.0], [0.0, 0.0, 0.0], [0.0, 0.0, 0.0], [0.0, 0.0, 0.0], [0.0, 0.0, 0.0]], "mulliken_charge": [0.786, -0.528, -0.358, -0.534, -0.557, -0.202, -0.920, 0.362, 0.306, -0.029, 0.461, 0.145, 0.392, 0.460, 0.326, 0.269, 0.365, 0.014, -0.046, -1.087, -0.289, 0.321, -0.094, 0.501, 0.446, 0.554, -1.544, 0.768, -1.214, 0.623, -0.522, -0.719, -0.693, -0.698, -0.147, 0.433, 0.484, 0.506, 0.443, 0.334, 0.375, 0.407, 0.457, 0.432, 0.586, 0.177, -1.056, 0.093, -1.212, 0.319, -0.023, 0.263, -1.079, -1.222, 0.384, 0.326, 0.341, 0.425, 0.365, 0.404, 0.350, 0.406, 0.216, 0.393, 0.413, 0.344]}